The following is a DFT calculation (ωB97M-V with the def2-TZVPD basis set) of 9 unconnected molecules or ions with the total composition C30H60O21 at a distorted geometry.

Structure (ORCA input):
```
! RIJCOSX wB97M-V def2-TZVPD def2/J DEFGRID3
* xyz 0 1
C 11.97382 -22.92023 11.88483
O 11.61903 -23.44334 10.59975
C 10.48034 -23.05211 9.95224
O 9.69385 -22.18016 10.34425
O 10.28632 -23.87555 8.97421
C 9.21117 -23.62429 8.09543
H 12.81720 -23.37620 12.40339
H 11.08887 -22.86638 12.51891
H 12.10228 -21.87360 11.60887
H 9.29540 -24.39634 7.33062
H 9.31981 -22.69519 7.53589
H 8.24549 -23.71193 8.59331
C 11.61818 -22.71154 17.39734
O 12.52520 -22.36748 16.34773
C 12.22817 -21.34840 15.50003
O 11.09205 -20.89209 15.29102
O 13.32296 -20.98603 14.91982
C 13.19768 -20.13323 13.75154
H 11.93413 -22.06099 18.21285
H 11.70936 -23.76259 17.67136
H 10.55530 -22.53657 17.23068
H 13.98946 -20.29526 13.02016
H 13.24212 -19.07809 14.02135
H 12.31194 -20.41192 13.18066
C 12.02168 -13.74454 13.18850
O 11.31669 -14.60574 14.06964
C 11.82342 -15.72955 14.40857
O 12.77310 -16.26994 13.89475
O 11.07477 -16.30239 15.41089
C 11.22377 -17.62079 15.87626
H 11.97867 -14.21130 12.20443
H 13.03264 -13.39294 13.39451
H 11.38238 -12.86175 13.17973
H 10.23002 -17.99566 16.12129
H 11.96112 -17.79222 16.66048
H 11.57837 -18.22740 15.04296
C 4.27925 -20.77242 13.11042
O 4.14310 -21.07630 11.76550
C 4.96416 -20.65120 10.73587
O 4.86400 -20.98915 9.55619
O 5.89130 -19.79116 11.19681
C 6.88530 -19.31478 10.32386
H 3.39228 -21.13748 13.62822
H 4.36536 -19.69839 13.27515
H 5.10860 -21.32296 13.55448
H 7.65519 -20.08125 10.23497
H 7.25593 -18.36576 10.71129
H 6.49660 -19.16645 9.31638
C 3.30350 -14.72347 6.58201
O 4.43306 -15.59305 6.86843
C 5.75018 -15.26476 6.64093
O 6.13171 -14.35296 5.88303
O 6.42969 -15.95880 7.55670
C 7.80844 -15.72854 7.62871
H 2.38766 -15.30760 6.67219
H 3.34173 -14.24476 5.60351
H 3.20548 -13.88801 7.27519
H 8.09338 -14.77383 7.18662
H 8.16674 -16.53207 6.98524
H 8.19455 -15.78596 8.64642
C 8.05790 -16.34757 14.35833
O 8.70504 -17.43752 13.77355
C 8.13212 -18.64982 13.83483
O 7.13301 -18.90276 14.45806
O 8.85870 -19.54755 13.07823
C 8.56305 -20.91810 13.02797
H 7.08670 -16.17094 13.89608
H 8.63410 -15.42331 14.31548
H 7.95137 -16.57952 15.41802
H 9.42790 -21.49627 12.70260
H 7.93970 -21.06184 12.14543
H 8.11669 -21.41066 13.89182
C 16.78643 -17.20325 10.94903
C 16.60628 -17.86904 9.59432
C 15.33876 -18.72711 9.67058
O 14.83059 -18.48140 11.00787
C 15.34568 -17.27018 11.49498
H 17.12617 -16.18082 10.78373
H 17.46535 -17.79980 11.55837
H 17.47673 -18.47206 9.33587
H 16.54482 -17.10070 8.82363
H 15.48328 -19.79626 9.51527
H 14.56309 -18.30113 9.03419
H 15.34343 -17.21464 12.58356
H 14.63733 -16.51313 11.15850
C 11.82072 -17.10493 6.15392
C 12.45921 -16.13704 7.00643
C 11.47941 -14.90444 6.95953
O 10.43106 -15.36396 6.07614
C 11.11197 -16.27109 5.14707
H 11.01189 -17.62160 6.67058
H 12.49276 -17.81728 5.67535
H 13.44399 -15.92800 6.58857
H 12.53663 -16.56076 8.00771
H 11.98685 -14.01542 6.58502
H 11.01973 -14.62688 7.90809
H 11.78137 -15.81427 4.41816
H 10.34896 -16.81518 4.59040
C 11.37827 -18.94886 10.19877
C 11.60410 -18.08640 11.44200
C 11.22529 -16.65710 11.04620
O 10.25236 -16.90096 9.97802
C 10.15654 -18.30250 9.63144
H 11.14569 -19.99461 10.39984
H 12.21946 -18.79484 9.52292
H 12.61494 -18.29139 11.79453
H 10.98694 -18.37646 12.29235
H 12.21059 -16.26557 10.79326
H 10.75907 -16.10492 11.86219
H 10.21836 -18.52503 8.56619
H 9.34624 -18.82083 10.14411
*
```

Output
E_LUMO   0.018 Eh
SMILES   COC(=O)OC.COC(=O)OC.COC(=O)OC.COC(=O)OC.COC(=O)OC.COC(=O)OC.C1CCOC1.C1CCOC1.C1CCOC1
Max |F|   4.102 eV/A
Gap between HOMO and LUMO   10.121 eV